# 1
{"formula": "C14H19ClN6O", "method": "ωB97M-V with the def2-TZVPD basis set", "e_lumo_ev": -0.725, "molar_mass_da": 322.8, "homo_energy_ev": -8.93, "total_charge": 0, "smiles": "C[C@@H]1[C@H](NC(=O)N(C)C)CCCN1c1cnc(C#N)c(Cl)n1", "spin_multiplicity": 1, "elements": ["C", "C", "C", "N", "C", "O", "N", "C", "C", "C", "C", "C", "N", "C", "C", "N", "C", "C", "N", "C", "Cl", "N", "H", "H", "H", "H", "H", "H", "H", "H", "H", "H", "H", "H", "H", "H", "H", "H", "H", "H", "H"], "positions_angstrom": [[1.4130, -2.0704, 1.5038], [1.3909, -0.5261, 1.7536], [-0.0082, 0.0171, 2.0626], [-0.8464, -0.2018, 0.8761], [-2.1830, -0.3895, 0.9048], [-2.7531, -0.4343, 1.9810], [-2.9554, -0.4663, -0.2351], [-4.4420, -0.3370, -0.1197], [-2.2924, -0.3092, -1.5291], [0.0870, 1.5226, 2.4580], [0.9024, 2.3604, 1.4511], [2.2041, 1.7262, 0.9489], [1.9257, 0.2837, 0.6274], [1.7830, -0.0795, -0.7113], [2.5234, -1.1313, -1.2776], [2.4796, -1.4173, -2.5886], [1.6655, -0.6502, -3.3380], [1.4732, -0.9895, -4.7095], [1.4704, -1.3265, -5.8298], [0.9428, 0.4343, -2.7473], [-0.0164, 1.5292, -3.7428], [0.9247, 0.6543, -1.3968], [2.4258, -2.4552, 1.4392], [0.8259, -2.2994, 0.6168], [0.9741, -2.6128, 2.3565], [1.9804, -0.3418, 2.6783], [-0.4280, -0.5604, 2.9097], [-0.4669, 0.0859, -0.0037], [-4.8624, -1.0333, 0.6191], [-4.8797, -0.5188, -1.1042], [-4.6680, 0.6899, 0.1759], [-3.0094, -0.3180, -2.3742], [-1.8234, 0.6638, -1.5356], [-1.5446, -1.0948, -1.7469], [-0.9434, 1.9097, 2.6193], [0.6140, 1.5737, 3.4202], [0.2693, 2.5317, 0.5775], [1.1227, 3.3789, 1.8386], [2.9657, 1.7241, 1.7400], [2.6449, 2.3164, 0.1303], [3.1139, -1.8383, -0.6988]], "atomic_forces_ev_per_a": [[-0.3, 0.9, 0.4], [0.2, -0.5, 0.2], [-0.5, 0.0, 0.1], [0.8, -0.1, -0.9], [-1.9, 0.4, 1.1], [-0.5, -0.2, 1.2], [0.4, -0.6, -0.9], [1.2, 0.1, 0.1], [-0.7, -0.1, -0.2], [0.3, -0.4, 0.2], [-0.4, 0.9, -0.4], [-1.0, -0.9, 0.8], [1.4, 0.0, 0.2], [0.1, 0.0, 1.6], [0.1, -0.9, -1.6], [-0.8, 0.5, 1.1], [-0.8, 1.4, 1.3], [0.7, -0.8, -2.9], [-0.3, 0.8, 2.4], [-0.1, -0.4, 0.8], [0.6, -0.8, 0.6], [0.7, 0.1, -3.5], [0.2, 0.1, -0.3], [0.1, -0.2, 0.0], [-0.1, 0.5, -0.2], [0.1, 0.1, -0.7], [0.0, 0.4, -0.5], [0.3, 0.2, -0.1], [0.3, 0.3, -0.3], [0.2, -0.1, 0.2], [-0.2, -0.1, 0.1], [0.2, -0.1, 0.7], [0.4, 0.3, -0.4], [-0.3, 0.2, 0.3], [0.7, -0.1, -0.2], [-0.2, -0.1, 0.0], [0.0, 0.0, -0.1], [-0.2, -0.6, 0.0], [-0.1, -0.1, 0.0], [-0.4, -0.7, -0.1], [0.1, 0.6, 0.1]]}

# 2
{"formula": "C14H19F3IN6O6PS", "method": "ωB97M-V with the def2-TZVPD basis set", "e_lumo_ev": -1.092, "molar_mass_da": 614.3, "homo_energy_ev": -8.25, "total_charge": 0, "spin_multiplicity": 1, "elements": ["N", "C", "O", "C", "C", "N", "C", "C", "O", "C", "C", "F", "F", "F", "C", "N", "C", "N", "C", "S", "N", "C", "O", "O", "N", "P", "O", "I", "H", "H", "H", "H", "H", "H", "H", "H", "H", "H", "H", "H", "H", "C", "C", "O", "C", "H", "H", "H", "H", "H", "H"], "positions_angstrom": [[-0.5598, 4.7195, 1.1364], [-1.8797, 4.1342, 0.8997], [-2.8275, 4.8557, 0.6866], [-2.0287, 2.5582, 0.8903], [-1.0958, 2.0489, -0.2880], [-0.9733, 0.5591, -0.3196], [-1.8342, -0.1364, -1.2830], [-3.0950, -0.7078, -0.4721], [-4.2848, -0.7462, -1.2785], [-5.3323, 0.0426, -0.7238], [-5.9000, -0.5099, 0.6369], [-5.3009, 0.0463, 1.7497], [-5.9408, -1.8704, 0.6895], [-7.2293, -0.0909, 0.7009], [-0.0920, 0.0325, 0.5239], [0.6398, 0.8177, 1.4107], [1.4814, -0.0567, 2.1055], [2.4263, 0.1721, 3.1277], [3.4166, 0.7971, 2.6813], [4.9121, 1.1902, 2.3057], [1.2044, -1.3000, 1.5998], [2.0336, -2.3870, 2.1891], [1.6186, -3.1813, 3.0311], [3.2777, -2.4534, 1.8165], [0.2285, -1.3373, 0.6471], [-0.3488, -2.8139, -0.1313], [-0.1276, -4.1550, 0.8236], [1.2058, -3.0629, -2.0594], [-0.3711, 5.3376, 0.3420], [-0.5401, 5.2310, 2.0187], [-1.7815, 2.1166, 1.8865], [-3.0987, 2.3834, 0.5805], [-1.5872, 2.4158, -1.2359], [-0.0850, 2.5481, -0.2881], [-2.2911, 0.5674, -2.0362], [-1.3214, -0.9290, -1.8899], [-3.1999, -0.0087, 0.4115], [-2.9163, -1.7327, -0.0590], [-5.0042, 1.1129, -0.6732], [-6.1857, -0.0029, -1.4559], [0.5396, -4.7228, 0.3782], [5.6798, -1.0293, -3.3751], [5.2107, -0.5778, -2.0145], [4.7892, 0.5465, -1.8352], [5.2863, -1.5762, -0.8904], [5.5686, -0.2101, -4.0863], [6.7327, -1.3137, -3.3300], [5.0766, -1.8734, -3.7153], [6.3222, -1.8852, -0.7354], [4.6652, -2.4439, -1.1207], [4.9169, -1.1182, 0.0274]], "atomic_forces_ev_per_a": [[-0.3, -1.1, -0.5], [-0.5, 0.3, 0.5], [0.4, -0.9, -0.1], [0.3, 1.1, -1.0], [-0.3, 0.8, 0.0], [-0.1, 1.5, -1.2], [-1.7, -1.0, 0.1], [0.6, 0.3, 0.3], [0.2, 0.4, 0.9], [-0.2, -0.3, -0.8], [-1.5, 1.0, -0.2], [-0.4, -1.3, -1.3], [0.6, 1.7, 0.3], [1.5, -0.5, 0.1], [1.4, 0.0, 1.6], [0.2, -1.8, -0.1], [-3.5, -1.2, -3.3], [-0.5, 1.4, -2.6], [2.4, -1.2, 0.7], [-2.6, -0.1, 0.4], [2.7, 1.0, 2.9], [5.6, -4.5, 0.8], [-2.3, 1.6, -0.6], [-3.3, 2.1, -0.8], [0.9, 1.6, 1.3], [-1.5, -1.0, -0.5], [0.8, 1.6, -1.6], [0.1, 0.0, 0.6], [-0.1, 0.1, 0.7], [-0.1, 0.0, -0.4], [-0.1, 0.4, -0.9], [1.1, 0.0, 0.7], [0.5, -0.8, 0.8], [-1.0, -0.8, 0.5], [0.8, -0.4, 1.0], [-0.2, 0.6, 0.8], [-0.1, -0.7, -0.9], [0.0, 0.8, -0.5], [-0.4, -0.8, 0.5], [0.8, -0.1, 0.8], [-0.1, 0.2, 0.8], [-0.1, 0.4, -0.2], [-0.1, 0.3, 0.2], [0.1, -0.2, -0.1], [-0.1, 0.4, 0.2], [0.0, -0.1, 0.1], [-0.1, -0.2, 0.0], [0.2, -0.1, 0.0], [-0.1, -0.2, -0.1], [0.2, -0.1, 0.1], [0.0, -0.2, -0.1]]}

# 3
{"formula": "C14H19F9KO8", "method": "ωB97M-V with the def2-TZVPD basis set", "e_lumo_ev": [-0.464, -0.464], "molar_mass_da": 525.4, "de_lowest_kj_mol": 0.0, "homo_energy_ev": [-6.65, -6.63], "total_charge": 0, "spin_multiplicity": 2, "elements": ["K", "O", "C", "C", "O", "H", "H", "H", "H", "C", "C", "O", "C", "O", "C", "F", "F", "F", "H", "H", "H", "H", "H", "C", "C", "O", "C", "O", "C", "F", "F", "F", "H", "H", "H", "H", "H", "C", "C", "O", "C", "O", "C", "F", "F", "F", "H", "H", "H", "H", "H"], "positions_angstrom": [[18.3245, 25.7737, -7.9246], [19.0842, 23.2696, -9.0222], [19.5852, 22.3884, -9.9912], [19.4138, 20.8687, -9.8447], [18.1947, 20.1172, -9.9246], [20.6299, 22.5914, -10.2267], [19.1987, 22.6277, -10.9819], [19.8815, 20.5205, -8.9237], [19.9576, 20.3597, -10.6405], [21.7529, 25.3269, -12.3363], [20.6747, 25.9387, -11.5836], [21.0884, 27.3064, -11.3204], [20.3477, 28.0627, -10.4208], [19.4244, 27.6315, -9.6950], [20.7885, 29.5390, -10.4237], [21.7037, 29.7648, -11.3638], [19.7402, 30.3552, -10.6456], [21.4679, 29.7913, -9.2671], [21.4750, 24.2879, -12.5132], [22.6733, 25.2409, -11.7588], [22.0044, 25.7763, -13.2970], [20.5753, 25.3403, -10.6779], [19.7775, 25.8579, -12.1973], [22.9659, 23.0280, -7.1027], [22.1205, 24.2974, -7.4857], [22.6932, 25.4132, -6.8567], [22.0596, 26.4690, -6.5562], [20.8642, 26.7082, -6.8633], [22.8444, 27.4932, -5.7813], [22.5247, 28.6795, -6.2516], [22.5290, 27.4710, -4.4551], [24.1656, 27.3251, -5.8822], [24.0211, 22.9856, -7.3725], [22.4735, 22.2035, -7.6183], [22.8547, 22.8814, -6.0283], [21.1153, 24.1127, -7.1068], [21.9327, 24.5988, -8.5163], [16.8377, 26.7353, -2.1524], [15.8596, 27.4001, -3.1878], [16.5266, 28.3663, -3.9666], [17.3090, 28.0101, -5.0962], [17.3778, 26.8265, -5.5500], [18.1140, 29.1695, -5.7209], [18.0905, 29.0623, -7.0625], [17.6323, 30.3826, -5.4817], [19.4054, 29.0781, -5.3419], [17.6349, 26.1460, -2.6053], [16.2928, 26.1154, -1.4404], [17.2084, 27.6152, -1.6265], [15.0107, 27.8682, -2.6895], [15.4011, 26.5900, -3.7550]], "atomic_forces_ev_per_a": [[0.5, -0.7, -0.4], [0.5, -0.6, -0.3], [-1.7, 1.4, 0.2], [-0.7, -1.1, 0.8], [0.9, 1.8, 0.0], [1.1, -0.5, 0.5], [-0.9, 0.1, -0.7], [0.3, 0.0, 0.4], [0.5, 0.0, -0.4], [1.9, -1.4, -1.0], [-0.4, -0.1, 0.5], [-1.9, 1.9, 1.9], [-1.8, -3.4, 0.4], [3.0, 1.5, -2.4], [1.3, 0.0, 0.0], [-0.4, 0.1, -0.5], [0.8, -0.5, 0.8], [-1.5, 0.1, -0.3], [-0.1, -0.1, -0.2], [0.1, 0.3, 0.1], [-0.2, 0.2, 0.1], [-0.5, 0.5, 0.3], [-0.4, 0.7, 0.4], [-1.0, 0.8, -0.9], [-0.5, -1.7, 0.0], [2.3, 0.1, 1.1], [-4.9, 0.5, -1.3], [2.9, -0.5, 0.9], [0.6, 0.5, 1.1], [0.0, 0.7, -0.1], [0.1, -0.2, -0.8], [-0.2, 0.0, 0.0], [-0.1, 0.5, -0.1], [0.0, -0.1, 0.1], [0.1, 0.0, -0.1], [-0.1, 0.1, 0.1], [0.5, -0.6, -0.3], [-0.9, 1.4, -0.5], [0.1, -2.7, 0.9], [2.4, 0.6, -3.3], [-2.1, -4.6, 1.5], [-0.2, 5.0, 1.7], [0.6, 0.4, -1.0], [0.0, -0.7, 0.2], [0.1, -0.3, 0.8], [-1.0, 0.1, 0.2], [-0.1, 0.2, -0.1], [-0.1, 0.0, -0.1], [0.6, -0.4, 0.3], [0.4, 0.5, 0.0], [0.2, 0.2, -0.7]]}

# 4
{"formula": "C14H19FN2O2", "method": "ωB97M-V with the def2-TZVPD basis set", "e_lumo_ev": 0.580, "molar_mass_da": 266.3, "de_lowest_kj_mol": 108.6, "homo_energy_ev": -7.73, "total_charge": 0, "smiles": "CCOCC(=O)N1CCN(c2ccc(F)cc2)CC1", "spin_multiplicity": 1, "elements": ["C", "C", "O", "C", "C", "O", "N", "C", "C", "N", "C", "C", "C", "C", "F", "C", "C", "C", "C", "H", "H", "H", "H", "H", "H", "H", "H", "H", "H", "H", "H", "H", "H", "H", "H", "H", "H", "H"], "positions_angstrom": [[4.2455, 2.5041, -1.8212], [3.2801, 1.7592, -0.9039], [3.3854, 0.3485, -0.9738], [2.9478, -0.2172, -2.1885], [1.4684, 0.0204, -2.5001], [1.1177, 0.4794, -3.5726], [0.5810, -0.3111, -1.5396], [0.9090, -0.8429, -0.2341], [-0.2998, -1.5699, 0.3548], [-1.4102, -0.6586, 0.5077], [-2.2640, -0.7160, 1.5820], [-3.0383, 0.3924, 1.9511], [-3.9065, 0.3316, 3.0227], [-4.0067, -0.8403, 3.7474], [-4.8529, -0.9000, 4.8040], [-3.2608, -1.9539, 3.4111], [-2.4020, -1.8920, 2.3324], [-1.4844, 0.4088, -0.4647], [-0.8267, -0.0398, -1.7630], [5.2540, 2.1194, -1.6899], [3.9560, 2.3963, -2.8632], [4.2350, 3.5611, -1.5707], [3.5061, 1.9906, 0.1406], [2.2491, 2.0737, -1.1217], [3.5202, 0.1639, -3.0427], [3.1359, -1.2918, -2.1007], [1.7478, -1.5364, -0.3129], [1.2081, -0.0344, 0.4443], [-0.0145, -1.9607, 1.3340], [-0.5667, -2.4190, -0.2914], [-2.9549, 1.3201, 1.4092], [-4.4976, 1.1888, 3.3041], [-3.3631, -2.8615, 3.9848], [-1.8499, -2.7776, 2.0626], [-0.9887, 1.3230, -0.1026], [-2.5341, 0.6422, -0.6639], [-1.3281, -0.9372, -2.1437], [-0.8974, 0.7371, -2.5279]], "atomic_forces_ev_per_a": [[-0.2, -0.3, 0.1], [0.1, 0.3, 0.0], [0.0, -0.2, 0.0], [0.2, 0.0, -0.1], [0.3, 0.0, 0.0], [0.1, 0.1, -0.3], [-0.3, 0.0, 0.1], [0.2, -0.2, 0.4], [0.1, -0.1, -0.1], [0.2, 0.1, -0.3], [-0.2, 0.0, 0.3], [0.1, -0.1, -0.1], [-0.1, -0.3, 0.3], [0.1, 0.0, -0.1], [0.0, 0.0, -0.1], [-0.2, 0.2, 0.2], [0.1, 0.1, -0.1], [0.0, 0.0, -0.1], [-0.2, 0.3, -0.1], [0.1, 0.0, 0.0], [0.0, 0.0, -0.1], [0.0, 0.1, 0.0], [-0.1, 0.0, -0.1], [0.0, 0.0, 0.1], [-0.2, -0.1, 0.1], [0.0, 0.1, -0.1], [-0.1, 0.0, 0.1], [0.0, -0.2, 0.0], [0.0, 0.0, -0.1], [0.1, 0.0, 0.1], [0.0, 0.1, -0.1], [-0.1, 0.1, 0.0], [0.0, -0.1, 0.1], [0.1, -0.1, -0.1], [-0.1, 0.0, -0.1], [0.1, 0.0, 0.0], [0.0, 0.1, 0.0], [-0.1, -0.1, 0.1]]}